## P
Formula: C4H8N
Source: the Open Molecules 2025 dataset
Level of theory: ωB97M-V/def2-TZVPD

Its net charge is +1. Its LUMO energy is -5.26 eV. Its spin multiplicity is 1. Its SMILES is C=[NH+]/C=C/C.

Geometry (Å):
H 1.118 3.153 0.597
H 0.674 -2.641 -0.327
H -0.665 -0.982 1.419
C -0.404 0.301 -0.183
H -1.009 0.677 -0.999
H -0.181 1.672 1.539
C 0.968 2.217 0.074
C -0.359 -0.927 0.371
H -1.014 -2.904 -0.224
N 0.096 1.441 0.583
H -0.433 -1.901 -1.527
C -0.280 -2.133 -0.472
H 1.489 2.027 -0.851

## Q
Formula: C4H8N
Source: the Open Molecules 2025 dataset
Level of theory: ωB97M-V/def2-TZVPD

Its net charge is +1. Its LUMO energy is -6.17 eV. Its spin multiplicity is 1.

Geometry (Å):
C -1.241 0.309 -0.195
H -0.111 -0.975 0.932
H 1.121 1.693 1.461
H -0.598 0.304 2.008
C 0.396 -1.083 -1.709
N 0.968 0.854 0.913
H 1.922 0.564 0.685
C -0.487 -0.410 -1.155
H 0.659 -0.884 -2.745
H 0.850 -1.995 -1.201
H -2.318 -0.174 -0.121
H -1.182 1.344 -0.172
C -0.166 0.040 1.019

List of relative energies, unit hartree: P 0.0000; Q 0.0636

## P
Formula: C4H3N3
Source: the Open Molecules 2025 dataset
Level of theory: ωB97M-V/def2-TZVPD

Its LUMO energy (alpha / beta) is -1.04 / -1.04 eV. Its spin multiplicity is 1.

Geometry (Å):
N 1.986 -0.105 -1.516
H -1.871 -1.373 -0.530
C 1.169 -0.087 -0.677
C 0.653 -0.355 0.947
N -0.336 -1.368 0.937
H 0.562 1.660 1.047
N -0.075 0.862 1.103
H -0.643 1.211 -1.006
C -1.046 -0.882 -0.021
C -0.398 0.437 -0.283

## Q
Formula: C4H3N3
Source: the Open Molecules 2025 dataset
Level of theory: ωB97M-V/def2-TZVPD

Its LUMO energy is -0.38 eV. Its spin multiplicity is 1.

Geometry (Å):
H -0.894 -1.975 0.699
C 1.539 -0.419 1.014
C -0.069 0.948 -0.335
N -1.761 -0.470 -0.448
C 2.280 -0.282 -0.019
N -1.397 0.645 -0.854
C 0.269 -0.208 0.535
H 0.031 1.960 0.061
N -0.790 -1.017 0.396
H 0.792 0.818 -1.050

List of relative energies, unit hartree: P 0.0000; Q 0.0073

## P
Formula: C4H3N3
Source: the Open Molecules 2025 dataset
Level of theory: ωB97M-V/def2-TZVPD

Its LUMO energy (alpha / beta) is -1.48 / -1.48 eV. Its spin multiplicity is 1.

Geometry (Å):
H 1.571 -0.780 -1.952
C 0.064 -0.141 1.769
C -2.110 0.115 0.013
C 1.031 0.102 -0.246
N -0.060 -0.290 2.954
N 1.322 0.100 -1.517
C -1.046 0.018 0.598
H -3.080 0.207 -0.414
H 0.977 0.847 -2.106
N 1.332 -0.179 0.901

## Q
Formula: C4H3N3
Source: the Open Molecules 2025 dataset
Level of theory: ωB97M-V/def2-TZVPD

Its LUMO energy is 0.82 eV. Its spin multiplicity is 1. Its SMILES is C#Cc1nc[nH]n1.

Geometry (Å):
C 1.715 0.696 -0.093
N 1.689 -0.675 -0.063
N 0.513 1.182 0.058
H 2.687 1.255 -0.049
N 0.386 -1.127 0.028
C -1.733 0.039 -0.018
H -4.008 -0.001 -0.127
C -0.266 0.014 0.151
C -2.925 -0.005 -0.051
H 2.462 -1.381 0.085

## R
Formula: C4H3N3
Source: the Open Molecules 2025 dataset
Level of theory: ωB97M-V/def2-TZVPD

Its LUMO energy is 0.29 eV. Its spin multiplicity is 1.

Geometry (Å):
N -2.281 -0.941 1.128
C 1.131 0.722 0.072
N 0.571 0.934 1.314
H 1.027 -0.159 -1.821
C 0.547 -0.039 -0.857
N -0.657 -0.733 -0.766
C 0.021 1.079 2.346
H -0.943 -1.262 -1.574
C -1.496 -0.811 0.284
H 2.079 1.210 -0.126

## S
Formula: C4H3N3
Source: the Open Molecules 2025 dataset
Level of theory: ωB97M-V/def2-TZVPD

Its LUMO energy is -0.74 eV. Its spin multiplicity is 1. Its SMILES is N#C/C=N/C=C=N.

Geometry (Å):
H -1.451 -0.791 2.337
C 0.082 -0.212 -0.217
H 0.750 -0.290 0.704
C 0.706 0.080 -1.489
C -3.187 -1.622 1.534
H 1.686 1.239 -2.885
N -4.265 -2.019 1.768
N 1.490 0.332 -2.378
N -1.235 -0.894 0.205
C -1.902 -0.983 1.412

List of relative energies, unit hartree: P 0.1717; Q 0.0000; R 0.0024; S 0.0872

## P
Formula: C6H7N3
Source: the Open Molecules 2025 dataset
Level of theory: ωB97M-V/def2-TZVPD

Its LUMO energy is 0.27 eV. Its spin multiplicity is 1. Its SMILES is [H]/N=C(\C#C)N/N=C\C=C.

Geometry (Å):
H -1.959 -0.332 -2.000
N -0.512 -1.390 -1.072
C -1.953 0.319 1.296
C 1.922 1.845 -0.538
C -1.359 -0.467 -1.072
H -2.809 0.999 1.929
H 0.605 -2.484 -0.121
C 1.541 -0.650 0.183
H -2.401 1.411 -0.368
C 1.781 0.579 -0.399
H -1.536 -0.550 1.761
H 3.203 -0.273 0.844
N 0.397 -1.418 -0.028
H 2.348 2.910 -1.065
N 2.640 -1.035 0.695
C -1.909 0.535 -0.047

## Q
Formula: C6H7N3
Source: the Open Molecules 2025 dataset
Level of theory: ωB97M-V/def2-TZVPD

Its LUMO energy is 0.15 eV. Its spin multiplicity is 1.

Geometry (Å):
H -0.416 -0.038 -2.014
H 1.629 -2.829 -0.602
H 0.232 -2.629 0.891
H -1.674 2.188 -2.024
H 0.543 2.005 1.948
C -1.136 2.333 -0.768
C 1.109 -1.977 0.252
C -0.414 1.273 -0.300
H -1.132 3.282 -0.261
N -1.683 -1.585 1.091
N 1.249 0.215 0.879
N 0.937 -0.638 -0.191
H 2.025 -1.775 0.933
C 0.437 1.191 1.033
C -0.396 -0.080 -0.890
C -1.310 -0.937 0.022

List of relative energies, unit hartree: P 0.0000; Q 0.0062

## P
Formula: C2H4O3P
Source: the Open Molecules 2025 dataset
Level of theory: ωB97M-V/def2-TZVPD

Its net charge is -1. Its LUMO energy (alpha / beta) is 3.54 / 3.54 eV. Its spin multiplicity is 1.

Geometry (Å):
H -0.934 0.717 -0.671
H 0.185 0.585 -2.190
O -0.730 0.479 3.257
O 1.741 -0.969 -0.253
C 0.673 -0.330 -0.260
P 0.267 -1.169 1.398
O -0.556 -2.422 1.201
H -0.002 1.035 2.848
H 1.577 -1.391 1.966
C -0.026 0.441 -1.084

## Q
Formula: C2H4O3P
Source: the Open Molecules 2025 dataset
Level of theory: ωB97M-V/def2-TZVPD

Its net charge is -1. Its LUMO energy is 4.08 eV. Its spin multiplicity is 1.

Geometry (Å):
H -0.278 -1.208 0.946
O 3.397 0.982 -0.087
P 2.409 -0.128 -0.092
O 2.896 -1.503 0.293
C 0.789 0.261 0.305
H 1.450 2.295 -0.241
O 0.519 2.052 -0.004
H -0.390 -1.072 -0.889
H -1.322 0.179 0.057
C -0.402 -0.545 0.073

## R
Formula: C2H4O3P
Source: the Open Molecules 2025 dataset
Level of theory: ωB97M-V/def2-TZVPD

Its net charge is -1. Its LUMO energy is 4.34 eV. Its spin multiplicity is 1. Its SMILES is O=C([O-])[C@H](O)P.

Geometry (Å):
P 1.662 -0.665 -0.205
H 1.085 -1.605 0.537
O 0.377 1.749 0.020
C -1.265 -0.191 -0.127
O -1.397 -1.396 -0.017
H 1.335 -1.325 -1.391
H -0.669 1.839 -0.233
O -2.010 0.730 -0.407
H 0.573 0.471 1.480
C 0.309 0.391 0.343

List of relative energies, unit hartree: P 0.0711; Q 0.0144; R 0.0000

## P
Formula: C4H10Si
Source: the Open Molecules 2025 dataset
Level of theory: ωB97M-V/def2-TZVPD

Its LUMO energy is 0.99 eV. Its spin multiplicity is 1. Its SMILES is CC1(C)C[SiH2]1.

Geometry (Å):
H 1.141 0.268 -2.361
H -0.499 -0.001 2.169
H 2.123 -0.005 0.197
H 1.293 -0.857 1.396
C -0.065 -0.044 0.152
H -2.037 -0.300 -0.450
H -1.073 -1.746 -0.939
H 1.445 -1.721 -0.254
H 0.456 1.329 1.567
C -0.452 0.766 1.385
C 1.310 -0.732 0.301
Si -0.118 0.583 -1.663
H -1.390 1.352 1.316
C -1.104 -0.672 -0.659
H -1.029 1.780 -2.157

## Q
Formula: C4H10Si
Source: the Open Molecules 2025 dataset
Level of theory: ωB97M-V/def2-TZVPD

Its LUMO energy is 0.93 eV. Its spin multiplicity is 1. Its SMILES is CC#C[SiH3].C.

Geometry (Å):
H -2.626 -0.055 -1.593
C 1.370 1.936 0.700
C 0.004 -2.101 1.638
H -0.362 -2.412 2.607
H -1.639 1.013 -3.515
H -0.543 -2.618 0.861
H -0.831 -1.138 -2.766
Si -1.386 0.154 -2.352
C -0.182 0.977 -1.226
H 2.116 2.617 0.291
H -0.137 -1.035 1.515
H 1.879 1.118 1.211
H 1.056 -2.341 1.556
H 0.757 2.476 1.423
C 0.524 1.409 -0.349

## R
Formula: C4H10Si
Source: the Open Molecules 2025 dataset
Level of theory: ωB97M-V/def2-TZVPD

Its LUMO energy is 0.20 eV. Its spin multiplicity is 1.

Geometry (Å):
H 2.844 0.784 -1.236
C -0.072 -1.086 0.037
H 2.792 -0.883 -0.706
H 3.474 0.348 0.336
H -4.207 0.508 0.237
H -0.142 -1.477 -0.965
C 2.679 0.146 -0.374
H 0.358 1.632 -0.235
H -3.120 1.328 -1.005
H -0.260 -1.819 0.803
H -2.460 -0.961 0.939
Si 0.947 0.438 0.379
C -3.241 0.583 -0.238
H 1.054 0.633 1.829
C -2.243 -0.243 0.165

List of relative energies, unit hartree: P 0.0164; Q 0.0000; R 0.0828

## P
Formula: C4H10Si
Source: the Open Molecules 2025 dataset
Level of theory: ωB97M-V/def2-TZVPD

Its LUMO energy is 0.94 eV. Its spin multiplicity is 1. Its SMILES is CC#C[SiH3].C.

Geometry (Å):
H 1.965 -1.425 0.279
H 1.057 -2.917 -0.117
H -1.924 -1.514 -0.716
H 0.547 -1.828 1.220
H 2.032 1.785 -0.252
H -2.538 0.189 -2.260
C 0.063 1.446 0.138
H 1.189 3.061 0.829
C 1.319 1.991 0.544
C -0.990 0.990 -0.264
H 1.703 1.469 1.508
H -3.460 0.057 0.137
H 0.381 -1.276 -0.486
C 1.014 -1.887 0.261
Si -2.359 -0.141 -0.821

## Q
Formula: C4H10Si
Source: the Open Molecules 2025 dataset
Level of theory: ωB97M-V/def2-TZVPD

Its LUMO energy is 1.08 eV. Its spin multiplicity is 1. Its SMILES is C=C[C@@H](C)[SiH3].

Geometry (Å):
H 3.111 1.020 0.307
C -0.208 -1.619 -0.001
H 0.713 -2.038 -0.200
H -1.342 2.376 -0.448
Si -1.568 0.920 0.053
H -2.684 0.430 -0.737
H -0.534 -1.652 1.044
H 0.998 0.521 1.480
C 2.250 0.818 -0.159
C 1.143 0.389 0.411
H -1.982 0.859 1.493
C -0.006 -0.172 -0.358
H -1.068 -2.150 -0.510
H 0.370 -0.114 -1.424
H 2.393 0.951 -1.226

List of relative energies, unit hartree: P 0.0165; Q 0.0000

## P
Formula: C8H7NO3
Source: the Open Molecules 2025 dataset
Level of theory: ωB97M-V/def2-TZVPD

Its LUMO energy is 0.67 eV. Its spin multiplicity is 1. Its SMILES is COc1ccc2[nH]c(=O)oc2c1.

Geometry (Å):
H -1.783 2.098 -0.201
H -2.577 -1.613 1.266
O 2.172 -1.367 -0.112
C 0.999 -0.501 -0.130
C -0.897 1.536 -0.248
H -4.114 -1.235 0.678
H -3.001 -1.722 -0.625
C -3.065 -1.202 0.321
N 2.808 0.867 0.181
C 3.211 -0.405 0.044
C -0.354 -0.939 -0.344
H 0.881 2.902 0.029
O -2.569 0.138 -0.120
O 4.366 -0.804 -0.012
C 0.488 1.877 0.026
C 1.405 0.858 0.050
H -0.510 -2.134 -0.798
C -1.169 0.160 -0.140
H 3.708 1.487 0.136

## Q
Formula: C8H7NO3
Source: the Open Molecules 2025 dataset
Level of theory: ωB97M-V/def2-TZVPD

Its LUMO energy is 0.32 eV. Its spin multiplicity is 1. Its SMILES is COn1oc(=O)c2ccccc21.

Geometry (Å):
O 1.233 -1.605 0.977
H 2.571 -3.252 0.262
O -2.650 -0.599 -1.106
C -0.696 0.732 -0.474
H -1.984 2.436 -0.904
H -0.386 3.940 -0.508
C 0.565 0.240 0.076
O -0.758 -1.583 -0.430
H 1.524 -3.205 2.030
N 0.539 -1.164 -0.121
H 0.966 -3.677 0.301
C 1.603 -3.080 0.829
C -1.578 -0.484 -0.646
H 2.453 1.289 1.140
C 1.426 1.236 0.741
C -0.115 3.028 -0.245
H 1.487 3.294 1.204
C 0.931 2.563 0.696
C -0.973 2.034 -0.679

List of relative energies, unit hartree: P 0.0000; Q 0.1173

## P
Formula: C4H9O2
Source: the Open Molecules 2025 dataset
Level of theory: ωB97M-V/def2-TZVPD

Its net charge is +1. Its LUMO energy is -4.27 eV. Its spin multiplicity is 1.

Geometry (Å):
H 1.214 1.518 1.438
H -0.920 -0.524 -0.506
H -0.569 0.996 1.017
C 1.011 0.178 -0.350
H -4.195 -0.379 0.225
H 2.280 1.221 -1.393
C -3.156 -0.950 0.120
H -3.088 -2.070 -0.050
H 3.036 0.348 -0.072
H 0.794 0.089 1.713
C 2.383 0.330 -0.907
C 0.597 0.721 0.920
O 0.120 -0.488 -0.981
O -2.085 -0.421 0.157
H 2.575 -0.568 -1.332

## Q
Formula: C4H9O2
Source: the Open Molecules 2025 dataset
Level of theory: ωB97M-V/def2-TZVPD

Its net charge is +1. Its LUMO energy is -4.01 eV. Its spin multiplicity is 1.

Geometry (Å):
H 0.386 -1.649 0.901
H -1.964 -1.034 0.673
O 1.140 -0.056 -0.490
C 0.352 1.151 -0.390
C -0.888 0.842 0.440
O 2.168 -0.079 0.462
H 0.966 1.946 0.033
H -1.745 -0.519 -1.013
H -0.650 0.858 1.503
C -1.275 -0.564 -0.031
C -0.005 -1.333 -0.062
H 2.949 -0.462 0.019
H -1.678 1.563 0.249
H 0.150 -2.044 -0.866
H 0.092 1.379 -1.428

List of relative energies, unit hartree: P 0.0000; Q 0.0644

## P
Formula: C2H11N2O
Source: the Open Molecules 2025 dataset
Level of theory: ωB97M-V/def2-TZVPD

Its net charge is +1. Its LUMO energy is -3.29 eV. Its spin multiplicity is 1.

Geometry (Å):
H -1.862 -1.727 -2.229
O -0.910 -1.868 -2.218
H 1.548 1.120 -0.183
H -0.005 1.039 -0.738
H -0.938 -0.010 1.292
H 0.548 0.165 2.099
H -0.058 -1.292 -0.842
C -0.091 0.683 1.359
N -0.458 2.060 1.501
H 1.554 -1.037 -1.095
H -0.712 -2.314 -3.034
N 0.814 -0.875 -0.419
C 0.632 0.568 0.017
H 0.998 -1.356 0.461
H -1.316 2.286 1.990
H 0.257 2.558 2.039

## Q
Formula: C2H11N2O
Source: the Open Molecules 2025 dataset
Level of theory: ωB97M-V/def2-TZVPD

Its net charge is +1. Its LUMO energy is -3.04 eV. Its spin multiplicity is 1.

Geometry (Å):
N 0.230 0.587 0.741
H 2.868 -0.894 2.191
H -0.075 1.638 -1.102
H -0.724 0.559 1.134
H 0.808 -0.210 1.034
H 1.005 0.273 -1.183
N -2.194 -0.083 -0.251
H -1.165 -0.310 -2.186
C 0.065 0.618 -0.756
H -2.789 -0.906 -0.177
H 0.727 1.409 1.069
O 2.564 -0.685 1.295
H -2.748 0.699 -0.580
H -0.775 -1.367 -0.806
C -1.034 -0.355 -1.106
H 3.237 -0.973 0.681

List of relative energies, unit hartree: P 0.0238; Q 0.0000

## P
Formula: C2H11N2O
Source: the Open Molecules 2025 dataset
Level of theory: ωB97M-V/def2-TZVPD

Its net charge is +1. Its LUMO energy is -3.30 eV. Its spin multiplicity is 1.

Geometry (Å):
C 1.565 -0.220 -0.337
N -1.714 -0.016 0.644
H -0.845 1.812 0.693
O 0.661 -1.277 0.260
H 1.943 0.928 -2.087
H 0.928 -2.082 -0.216
H -2.217 0.117 -0.238
C -1.678 1.400 1.212
H -1.522 1.227 2.349
H 1.396 0.684 0.298
H -0.826 -0.353 0.297
N 1.305 0.138 -1.798
H 2.552 -0.498 -0.232
H 1.558 -0.656 -2.392
H -2.114 -0.687 1.283
H -2.601 1.792 0.998

## Q
Formula: C2H11N2O
Source: the Open Molecules 2025 dataset
Level of theory: ωB97M-V/def2-TZVPD

Its net charge is +1. Its LUMO energy is -3.13 eV. Its spin multiplicity is 1.

Geometry (Å):
H 2.081 0.834 1.995
O -0.023 0.717 1.836
N -0.953 0.304 -1.048
H 1.249 1.876 0.879
C 1.238 0.877 1.307
H -1.406 0.711 -0.221
H 2.442 0.077 -0.108
H -0.196 -0.175 2.175
H -2.543 -1.098 -1.229
N 1.459 -0.031 0.142
H -1.166 -1.659 -0.321
C -1.466 -1.083 -1.182
H -1.168 0.862 -1.867
H -1.069 -1.551 -2.081
H 0.079 0.357 -0.687
H 1.444 -1.018 0.409

## R
Formula: C2H11N2O
Source: the Open Molecules 2025 dataset
Level of theory: ωB97M-V/def2-TZVPD

Its net charge is +1. Its LUMO energy is -2.98 eV. Its spin multiplicity is 1.

Geometry (Å):
H 2.938 -0.020 0.686
C 0.423 -0.514 -0.931
H 0.284 -0.724 1.041
O -2.970 0.368 0.315
C 1.367 0.602 -0.498
H 1.970 0.978 1.454
H -3.745 0.159 -0.226
H 0.764 1.482 -0.295
H 0.958 -1.441 -1.129
H -0.845 -1.695 0.318
N -0.445 -0.760 0.293
H -0.160 -0.241 -1.780
H 2.126 0.793 -1.252
H -3.373 0.925 0.995
N 1.958 0.215 0.789
H -1.249 -0.127 0.220

List of relative energies, unit hartree: P 0.0509; Q 0.0207; R 0.0000

## P
Formula: C4H9NO2
Source: the Open Molecules 2025 dataset
Level of theory: ωB97M-V/def2-TZVPD

Its LUMO energy (alpha / beta) is 0.97 / -1.18 eV. Its spin multiplicity is 3.

Geometry (Å):
O 2.635 0.644 0.646
O 2.098 0.171 -0.695
H -2.085 -0.703 0.682
H -2.745 1.591 0.601
H 1.404 -1.948 0.352
C -1.394 0.003 0.258
N 0.795 0.308 -0.800
H 0.463 1.264 -0.888
C -0.091 -0.536 -0.135
H -0.226 -2.402 0.888
H 0.222 -2.522 -0.822
H -1.078 2.121 0.381
C 0.346 -1.937 0.093
H 3.524 0.926 0.413
H -2.039 1.610 -1.013
C -1.831 1.408 0.040

## Q
Formula: C4H9NO2
Source: the Open Molecules 2025 dataset
Level of theory: ωB97M-V/def2-TZVPD

Its LUMO energy (alpha / beta) is 0.88 / -1.71 eV. Its spin multiplicity is 3.

Geometry (Å):
O -2.421 1.017 0.786
H -4.374 -1.233 0.144
C 0.837 -0.315 -0.578
N -3.475 -0.831 0.158
C 1.717 0.020 -1.730
C -3.282 0.187 1.026
H 2.546 0.735 -1.404
O -2.937 -0.597 -1.109
H -3.777 0.249 2.089
H 2.385 -0.809 -2.088
H -0.025 -0.126 1.077
H 1.150 0.400 -2.628
H -2.132 -0.162 -0.921
H 0.251 -1.158 -0.735
C 0.618 0.455 0.528
H 1.167 1.260 0.862

List of relative energies, unit hartree: P 0.0118; Q 0.0000